45
Properties=species:S:1:pos:R:3:mulliken_charge:R:1 method="wB97M-V/def2-TZVPD" homo_lumo_gap_ev="7.56 / 7.56" total_charge=0 relative_energy_kcal_mol=22.2 homo_ev="-7.4650 / -7.4638" fmax_ha_per_bohr=0.023 multiplicity=1 e_tot_ev=-65560.6550
Ti -0.54 -0.26 -0.58 0.324
S 1.44 0.96 0.58 -0.388
O -1.52 -2.98 5.00 -0.524
O -0.67 -2.27 -0.79 -0.617
O -0.29 -4.34 0.03 -0.632
O -1.66 0.93 0.57 -0.830
O -1.72 1.88 2.61 -0.652
N 1.98 3.49 -0.28 0.181
N -0.12 3.14 -0.02 0.263
N -0.71 -1.21 1.44 0.315
C -0.90 -3.16 2.75 -0.788
C -1.28 -2.36 3.83 1.153
C 1.95 -1.11 -2.10 -1.418
C 0.31 -1.43 -3.98 -1.785
C 1.79 0.59 -3.90 -1.792
C 0.01 4.44 -0.44 -0.592
C -1.16 -0.46 2.42 0.093
C -1.47 -0.98 3.66 -0.729
C 1.33 4.66 -0.60 -0.273
C 1.08 2.55 0.07 0.029
C 0.97 -0.40 -3.06 2.180
C 3.42 3.26 -0.35 -0.804
C -0.64 -2.52 1.55 0.252
C -0.12 0.34 -2.27 -0.657
C -1.53 0.93 1.90 0.234
C -0.49 -3.16 0.17 0.342
H 3.80 2.97 0.63 0.320
H 1.07 -1.94 -4.58 0.460
H 3.89 4.18 -0.67 0.325
H 1.85 5.54 -0.92 0.418
H -1.79 -2.33 5.67 0.303
H 2.44 -1.96 -2.59 0.412
H 1.48 -1.54 -1.20 0.267
H -0.85 -4.23 2.84 0.545
H -0.97 2.63 0.22 0.291
H 2.62 0.08 -4.39 0.412
H 3.63 2.47 -1.06 0.269
H 1.16 1.05 -4.66 0.441
H -0.23 -2.18 -3.40 0.299
H 2.20 1.38 -3.26 0.306
H -0.39 -0.94 -4.66 0.396
H 2.72 -0.43 -1.75 0.236
H -0.40 1.31 -2.71 0.518
H -0.84 5.09 -0.58 0.470
H -1.87 -0.34 4.44 0.427


16
Properties=species:S:1:pos:R:3:mulliken_charge:R:1 method="wB97M-V/def2-TZVPD" homo_lumo_gap_ev=11.07 total_charge=0 relative_energy_kcal_mol=21.8 homo_ev=-10.0165 fmax_ha_per_bohr=0.005 multiplicity=1 e_tot_ev=-7393.8213
O -1.41 0.27 -0.05 -0.527
C 0.35 -1.33 0.71 -1.308
C -0.17 -0.37 -0.34 1.419
C -0.24 1.08 -0.09 -0.188
C -0.13 -0.90 -1.76 -1.421
C 0.13 1.73 1.22 -1.391
H 1.20 1.91 1.31 0.281
H -0.45 -0.14 -2.47 0.357
H 1.25 -1.84 0.34 0.347
H -0.39 2.69 1.31 0.343
H 0.86 -1.27 -2.04 0.354
H 0.61 -0.83 1.65 0.332
H -0.21 1.11 2.06 0.408
H -0.83 -1.74 -1.83 0.299
H -0.17 1.73 -0.96 0.395
H -0.40 -2.10 0.93 0.297